DFT (ωB97M-V with the def2-TZVPD basis set) results for the molecule C4H5NO.

ORCA input file:
```
! wB97M-V def2-TZVPD RIJCOSX def2/J DEFGRID3
* xyz 0 1
C 0.4435 1.1717 0.9332
C -0.2825 0.5674 -0.2337
O -1.3027 1.0519 -0.6625
C 0.2137 -0.7617 -0.8203
C -0.7838 -1.7710 -0.4477
N -1.5682 -2.5252 -0.0613
H -0.3194 1.6900 1.5158
H 1.1946 1.8944 0.5936
H 0.9498 0.4159 1.5379
H 1.1985 -1.0603 -0.4465
H 0.2565 -0.6730 -1.9086
*
```

The electronic energy comes out at -7765.9749 eV. For the LUMO energy, the calculation gives 0.63 eV. The value obtained for the HOMO-LUMO gap is 11.06 eV.